[1]
Computed, not measured: 2 unconnected molecules or ions with the total composition C4H11NO2, with ωB97M-V/def2-TZVPD.

Cartesian coordinates (Å):
1 O 0.14269 -1.17259 -2.16025
2 O -1.40608 -1.76096 0.19217
3 N 1.09131 1.48260 0.80746
4 C 0.28764 0.35370 0.47732
5 C -1.16744 0.57726 0.11977
6 C -1.93516 -0.70182 0.36148
7 C 2.54563 1.35431 0.90789
8 H -0.01039 -2.11639 -2.02872
9 H 2.88314 0.64745 0.15119
10 H 2.83824 1.01186 1.89241
11 H -1.64823 1.44183 0.57919
12 H -0.67503 -0.90218 -2.59241
13 H -1.23655 0.68919 -0.96356
14 H 0.77705 -0.05261 -0.43711
15 H 2.99135 2.32984 0.70761
16 H 0.36053 -0.44867 1.21677
17 H -2.96658 -0.63163 0.74569
18 H 0.87328 2.29799 0.22824

Properties
Relative energy (zero: lowest compared OMol25 entry of this formula, charge and spin) = 18.4 kcal per mole
Gap between HOMO and LUMO (spin up / spin down) = 10.71 / 6.06 eV
DFT total energy = -9902.1991 eV
E_LUMO (spin up / spin down) = -3.224 / -7.855 eV
Multiplicity = 2
Charge = +1

[2]
Computed, not measured: C22H31N3OS2 in the gas phase, with ωB97M-V/def2-TZVPD.

Cartesian coordinates (Å):
1 S -2.92327 0.21147 -2.13175
2 S 1.12313 0.42193 -5.80664
3 O -3.98314 -1.64225 3.64725
4 N -0.53316 1.21465 -2.64062
5 N -0.91981 0.50900 -0.46623
6 N 2.05073 0.45735 0.27027
7 C 2.63242 1.40711 1.21356
8 C 1.99630 -0.90422 0.79274
9 C -0.62630 -1.16248 -4.81125
10 C -2.01403 0.76576 1.67910
11 C 1.73000 0.93695 3.58223
12 C -1.36964 0.64907 -1.73205
13 C 1.73340 0.27496 -2.16872
14 C -0.90433 1.26342 -4.04309
15 C 1.96564 -0.55286 3.32482
16 C 1.20353 -1.24824 -6.21000
17 C -1.72203 -0.01858 0.57381
18 C -2.20370 -1.32305 0.51957
19 C 1.63755 1.78517 2.31301
20 C -0.27582 0.15139 -4.81405
21 C 0.84199 1.52245 -2.32024
22 C -2.95576 -1.82651 1.55640
23 C -4.34561 -0.88966 4.77838
24 C 0.21864 -1.96332 -5.61224
25 C -2.76188 0.26145 2.72998
26 C -3.24125 -1.04199 2.67590
27 C 1.22650 -1.08784 2.09933
28 C 2.73114 0.45486 -1.02462
29 H 0.04759 0.72043 -0.22383
30 H -4.94772 -1.55521 5.39501
31 H -1.99266 -1.93289 -0.34439
32 H 1.22747 2.15847 -3.11954
33 H 3.24520 1.40843 -1.16842
34 H 0.79920 1.06353 4.13927
35 H 0.86907 2.10636 -1.39428
36 H 0.63537 1.70841 1.89184
37 H 1.51473 -1.51804 0.02612
38 H 2.53969 1.31208 4.21244
39 H -2.97050 0.89968 3.57408
40 H 1.64367 -1.10691 4.20881
41 H -0.60347 2.23194 -4.45219
42 H 3.03420 -0.74494 3.20282
43 H 3.49420 -0.33660 -1.07190
44 H -3.34085 -2.83306 1.52551
45 H 3.56794 1.02956 1.65317
46 H 0.09248 -3.02362 -5.73982
47 H -3.46663 -0.56818 5.34741
48 H 2.27827 0.08649 -3.09407
49 H 0.23859 -0.63610 2.02840
50 H 1.97525 -1.59014 -6.87062
51 H 2.87670 2.31214 0.65058
52 H -1.47035 -1.53622 -4.25961
53 H 3.01962 -1.29783 0.93704
54 H 1.79517 2.82969 2.58963
55 H 1.08221 -2.16370 2.22222
56 H 1.10570 -0.59638 -1.97653
57 H -4.94205 -0.01345 4.50451
58 H -1.99447 1.17248 -4.08614
59 H -1.66483 1.78759 1.71766

Properties
Relative energy (zero: lowest compared OMol25 entry of this formula, charge and spin) = 7.1 kcal per mole
Gap between HOMO and LUMO = 8.14 eV
DFT total energy = -51505.3893 eV
E_LUMO = 0.640 eV
SMILES string = COc1ccc(NC(=S)N(CCCN2CCCCCC2)Cc2cccs2)cc1

[3]
Computed, not measured: a molecular structure, C18H45CrF2O12P3, with ωB97M-V/def2-TZVPD.

Cartesian coordinates (Å):
1 Cr -1.96525 1.53534 -3.04397
2 P 3.51830 -0.55470 0.33460
3 P -4.20231 1.67558 5.24421
4 P -0.40110 -0.96282 -5.00867
5 F -3.58635 0.32469 -3.29854
6 F -1.27943 0.49224 -1.44453
7 O -4.64786 3.00638 6.01550
8 O -3.09891 1.09292 6.28616
9 O 3.79737 -0.10616 -0.97928
10 O -0.99680 0.33305 -4.43246
11 O -1.38658 -2.23271 -4.92757
12 O 0.89532 -1.47269 -4.13118
13 O 2.52954 -1.82653 0.44289
14 O 4.81589 -1.11368 1.10916
15 O 2.69031 0.54019 1.31163
16 O -5.33067 0.73273 4.89555
17 O 0.11003 -0.85751 -6.53284
18 O -3.33304 2.16799 3.97425
19 C -4.05067 5.16057 5.21019
20 C 2.00097 -0.50356 -4.22444
21 C -2.11868 -2.51880 -3.67655
22 C 0.52839 -3.14960 -0.24833
23 C 0.26382 -1.95663 -8.61562
24 C 3.42908 -0.95546 -4.67918
25 C -2.35985 0.85579 8.36481
26 C -3.74969 4.07141 6.16997
27 C -3.29587 0.25797 7.39329
28 C -2.31291 1.82585 1.60590
29 C 2.10913 2.71133 0.47824
30 C 6.03047 -0.48423 0.99199
31 C 0.83892 -1.84431 -7.20171
32 C 1.56505 -2.00583 -0.57955
33 C 7.19787 -1.44071 0.68462
34 C 1.65173 1.38516 0.95069
35 C -3.51087 1.61806 2.60929
36 C -1.66467 -3.98487 -3.36489
37 H 1.15523 1.49081 1.91528
38 H 1.11000 0.88107 0.15036
39 H 2.45722 2.64709 -0.55269
40 H 3.69369 -1.93206 -4.27380
41 H -2.69874 2.07044 0.61624
42 H -0.58115 -4.09868 -3.33118
43 H -1.89178 -4.24570 -2.33122
44 H 0.83313 -2.61764 -9.26910
45 H -0.09816 -2.86999 0.59863
46 H 8.14577 -0.93938 0.88018
47 H -3.78900 0.56426 2.62557
48 H -3.28891 5.59740 4.56443
49 H 0.79628 -2.76067 -6.61302
50 H -2.67272 3.90355 6.17707
51 H 1.91891 -1.71395 -7.27059
52 H -2.29886 0.21803 9.24667
53 H -0.80023 -2.12438 -8.78228
54 H -1.72120 2.69491 1.89348
55 H -3.92058 4.53751 7.14035
56 H 7.23738 -1.97359 -0.26542
57 H -3.16651 -2.51827 -3.97681
58 H 7.23838 -2.21372 1.45204
59 H -4.71831 4.72995 4.46392
60 H 2.16519 -2.08960 -1.48560
61 H -2.58581 1.87024 8.69337
62 H 6.05936 0.13483 0.09531
63 H -1.91105 -1.82494 -2.86195
64 H -1.35392 0.87820 7.94564
65 H 4.04666 -0.12540 -4.33612
66 H 1.39024 3.52946 0.52241
67 H -3.11622 -0.79331 7.16832
68 H -1.76359 0.88779 1.52606
69 H 1.16356 -3.95162 0.12773
70 H 0.04707 -3.35597 -1.20429
71 H 6.27409 0.06737 1.90001
72 H 1.81003 0.41685 -4.77624
73 H 2.00026 -0.09356 -3.21449
74 H 2.96249 3.01209 1.08604
75 H 0.47038 -1.01165 -9.11805
76 H 0.90377 -1.14600 -0.68676
77 H -4.35091 0.23403 7.66611
78 H -4.74698 5.88958 5.62467
79 H -4.44985 2.10506 2.34614
80 H -2.15535 -4.72315 -3.99914
81 H 3.52006 -1.05370 -5.76093

Properties
Gap between HOMO and LUMO (spin up / spin down) = 8.19 / 9.26 eV
DFT total energy = -105694.4463 eV
E_LUMO (spin up / spin down) = -0.869 / -0.914 eV
Multiplicity = 5

[4]
Computed, not measured: a molecular structure, C5H8O, with ωB97M-V/def2-TZVPD.

Cartesian coordinates (Å):
1 O -1.02939 -1.70283 -0.80821
2 C 2.49036 0.61037 0.44911
3 C 1.53078 0.12691 1.23034
4 C -0.84377 -0.41742 -1.48492
5 C -1.58628 0.23436 -0.34799
6 C -1.69643 -0.99169 0.16653
7 H 1.39018 -0.94252 1.36923
8 H -1.88038 1.23764 -0.08257
9 H 3.18242 -0.04241 -0.07754
10 H 0.83966 0.77860 1.75891
11 H 2.62759 1.68000 0.30829
12 H 0.22106 -0.19050 -1.58355
13 H -1.34276 -0.43460 -2.45780
14 H -2.12443 -1.49710 1.02577

Properties
Relative energy (zero: lowest compared OMol25 entry of this formula, charge and spin) = 75.1 kcal per mole
Gap between HOMO and LUMO = 10.06 eV
DFT total energy = -7358.9996 eV
E_LUMO = 1.162 eV

[5]
Computed, not measured: 8 unconnected molecules or ions with the total composition C56H125BrN8O, with ωB97M-V/def2-TZVPD.

Cartesian coordinates (Å):
1 Br -3.76800 -18.64193 -10.17025
2 O -13.77932 -20.98161 -18.71514
3 N 0.07830 -16.29881 -7.98740
4 N 1.05068 -8.51853 -13.99361
5 N -5.59241 -18.07953 -14.56942
6 N -11.13451 -21.41217 -17.44749
7 N -9.05150 -20.69513 -10.18410
8 N -8.42269 -12.28173 -16.04527
9 N -6.07320 -16.14649 -7.72200
10 N -4.28426 -16.50327 -13.78242
11 C -11.24941 -20.75638 -8.89705
12 C -1.30088 -16.90775 -7.83895
13 C 1.06068 -16.95892 -7.05321
14 C 1.58276 -15.83966 -6.11110
15 C -6.61769 -16.33983 -9.11394
16 C 0.19146 -6.18262 -13.64770
17 C -8.45112 -15.77224 -11.80849
18 C -9.71538 -20.67942 -11.53294
19 C -11.25257 -22.58739 -16.48241
20 C 0.81411 -9.75026 -13.15608
21 C -6.61192 -21.09511 -10.39318
22 C -9.75649 -20.82257 -17.34931
23 C 0.46996 -16.36460 -9.45496
24 C 1.58426 -16.69925 -12.17345
25 C -4.76536 -14.17866 -7.15435
26 C -6.92234 -15.16485 -6.86994
27 C -0.02967 -14.83662 -7.55855
28 C -12.17782 -20.33629 -17.12244
29 C -7.67850 -20.02292 -10.23169
30 C 2.33380 -8.53454 -14.80757
31 C -12.16984 -19.91138 -8.03840
32 C -7.88839 -10.87194 -15.93065
33 C -5.89812 -14.29221 -6.17300
34 C -6.91817 -12.79361 -18.04234
35 C -10.78639 -11.92069 -15.54737
36 C -4.63299 -15.58880 -7.76792
37 C -5.14558 -15.91396 -14.68069
38 C -11.18955 -22.06863 -18.83642
39 C -10.03469 -12.24593 -14.22026
40 C -13.47405 -20.58867 -7.55561
41 C 1.11715 -7.27565 -13.08091
42 C 0.80175 -11.04875 -13.95871
43 C -1.98665 -15.54247 -13.85607
44 C -8.68841 -12.84735 -14.66728
45 C -9.80269 -12.28108 -16.67181
46 C -13.59537 -20.78888 -17.33548
47 C -6.30252 -13.96389 -18.81406
48 C -4.53952 -17.81645 -13.75980
49 C -3.24831 -15.79210 -13.02533
50 C -6.20842 -19.38939 -14.68405
51 C -9.91182 -20.02274 -9.12226
52 C -0.17482 -6.65357 -15.04726
53 C -6.02033 -17.46864 -7.02839
54 C -7.49225 -13.25945 -16.71460
55 C -7.21550 -14.97195 -19.47817
56 C -0.09098 -8.19170 -14.93543
57 C -6.60728 -15.14141 -10.05614
58 C 0.57983 -17.77923 -10.01570
59 C -6.98463 -15.43214 -11.50477
60 C 0.42581 -12.30915 -13.17029
61 C 0.68462 -17.78385 -11.54519
62 C 0.44869 -14.82238 -6.10873
63 C -7.37356 -22.38283 -10.66525
64 C 1.55989 -12.72587 -12.22552
65 C -8.66313 -22.12863 -9.88905
66 C -5.98874 -16.88290 -15.10570
67 H -0.63536 -6.10062 -12.94723
68 H -6.92946 -10.88674 -15.41854
69 H -14.18535 -20.56080 -8.37633
70 H -6.34336 -16.23055 -11.90233
71 H -12.04569 -20.02818 -16.08574
72 H -7.32032 -14.41246 -9.65496
73 H -0.18006 -9.65305 -12.72331
74 H -5.04108 -13.48094 -7.95310
75 H -10.95396 -10.84996 -15.60867
76 H -1.06044 -8.52757 -14.56669
77 H 0.17819 -13.03711 -13.94034
78 H -5.43912 -18.21202 -7.57733
79 H 1.88062 -11.97469 -11.50591
80 H -11.68323 -12.52997 -15.58429
81 H -5.75904 -13.54286 -19.66550
82 H 0.69217 -5.21826 -13.71204
83 H -6.30505 -13.29248 -6.03771
84 H 0.05943 -10.92977 -14.75749
85 H 1.65213 -9.74230 -12.46118
86 H -1.61791 -16.74182 -6.81260
87 H -11.73949 -20.93207 -9.86388
88 H 3.14083 -8.88000 -14.17060
89 H -10.59670 -12.81562 -13.48318
90 H -8.97002 -20.80774 -12.31596
91 H -5.56256 -14.81199 -5.27344
92 H -3.04589 -16.32069 -12.09027
93 H 0.01097 -8.60726 -15.93661
94 H -6.70531 -19.66842 -13.75493
95 H -9.82283 -11.52813 -17.45526
96 H -8.42131 -22.20260 -8.82840
97 H -12.17763 -23.14072 -16.61311
98 H -5.20664 -14.83949 -14.69590
99 H -7.67720 -15.72551 -6.33068
100 H -1.67993 -16.40944 -14.44932
101 H -11.87540 -19.52357 -17.78221
102 H -12.10638 -22.64795 -18.83853
103 H 1.35773 -18.35364 -9.51179
104 H -7.50730 -22.54064 -11.73672
105 H -9.48162 -22.79691 -10.14456
106 H -11.16632 -21.23120 -19.52572
107 H -5.52509 -14.47410 -18.23249
108 H -7.67176 -19.32861 -11.07516
109 H 2.45664 -7.54840 -15.24335
110 H -4.27810 -15.63527 -8.79068
111 H 1.04663 -18.74013 -11.91883
112 H -1.04602 -14.46239 -7.69285
113 H -6.63460 -13.34292 -16.03990
114 H -9.08771 -14.89321 -11.76333
115 H -10.37075 -23.21810 -16.52648
116 H -6.60184 -14.59259 -12.09536
117 H -10.04769 -19.00298 -9.48135
118 H -13.76208 -21.70716 -16.76278
119 H -9.55475 -20.06929 -18.10420
120 H 1.96596 -17.26899 -7.56636
121 H -7.39417 -14.46417 -7.56160
122 H -6.68322 -15.72277 -20.05691
123 H -6.96666 -23.29777 -10.23845
124 H -10.38886 -22.79260 -18.96859
125 H -6.95614 -16.86931 -15.58321
126 H -0.36772 -15.84510 -9.92001
127 H -11.62732 -19.71500 -7.10758
128 H -7.90137 -12.62843 -13.94916
129 H -13.24406 -21.61579 -7.26383
130 H -1.17916 -6.31744 -15.29977
131 H -8.37547 -16.10952 -12.84841
132 H -9.32496 -20.07189 -8.20688
133 H -9.89764 -11.30212 -13.68630
134 H 1.38120 -15.66813 -11.87035
135 H -5.65795 -17.41414 -6.00549
136 H -0.41864 -12.12562 -12.49808
137 H 0.48986 -6.27233 -15.82016
138 H -1.11275 -17.95736 -8.04269
139 H 1.26610 -13.61322 -11.65534
140 H 2.59183 -16.85520 -11.77740
141 H 2.14988 -6.96381 -12.95523
142 H -8.59647 -10.40319 -15.25019
143 H -13.79988 -20.14232 -6.62058
144 H 0.68527 -7.48034 -12.10357
145 H -7.76924 -12.43082 -18.62936
146 H -1.13590 -15.36810 -13.20022
147 H -3.64604 -14.86028 -12.61419
148 H 2.44136 -13.07848 -12.76595
149 H -14.68785 -21.21004 -18.94723
150 H -5.87989 -20.86365 -11.16396
151 H -1.94620 -16.45072 -8.58081
152 H -6.95596 -19.38104 -15.47541
153 H -9.47640 -20.54145 -16.33356
154 H -11.34017 -22.12157 -15.49874
155 H -7.55364 -19.42002 -9.33529
156 H -6.12884 -17.22772 -9.53486
157 H -2.15694 -14.81553 -14.65109
158 H -5.47460 -20.14930 -14.94354
159 H -7.97428 -14.22881 -16.82129
160 H -7.85897 -10.37078 -16.89152
161 H -10.23943 -19.73092 -11.61472
162 H 1.49982 -16.81608 -13.25066
163 H 0.65554 -13.76091 -5.95183
164 H -12.39929 -19.03298 -8.64339
165 H -9.99025 -13.27483 -17.07238
166 H -0.33210 -18.36504 -9.86120
167 H -8.89639 -13.91625 -14.70200
168 H -7.60852 -16.77704 -8.94779
169 H -4.05440 -18.48785 -13.06282
170 H -5.66982 -14.58273 -10.10151
171 H -0.29592 -17.62931 -12.01101
172 H -7.04218 -17.85386 -7.05353
173 H 1.45369 -15.91926 -9.58641
174 H 1.90927 -16.19639 -5.13830
175 H -7.94504 -14.42822 -20.07963
176 H -0.33762 -15.04945 -5.38640
177 H 0.54832 -17.72728 -6.48400
178 H -7.76691 -15.57355 -18.74017
179 H -9.08454 -21.66302 -17.53354
180 H -4.11232 -16.24424 -7.07744
181 H -8.73914 -16.64529 -11.22634
182 H 2.10250 -9.22063 -15.62021
183 H -6.15116 -12.02825 -17.94954
184 H -14.26674 -20.00421 -16.97520
185 H -3.86882 -13.73894 -6.72077
186 H -10.38181 -21.52859 -11.66263
187 H 2.45417 -15.36705 -6.56782
188 H 0.56107 -14.18181 -8.19953
189 H 1.75350 -11.18682 -14.47651
190 H -10.99696 -21.77307 -8.58529
191 H -6.02064 -21.23361 -9.48767

Properties
Gap between HOMO and LUMO = 7.85 eV
DFT total energy = -144051.8459 eV
E_LUMO = -11.049 eV
Charge = +6

[6]
Computed, not measured: a molecular structure, C23H17Br2FeN6S, with ωB97M-V/def2-TZVPD.

Cartesian coordinates (Å):
1 Br -1.44478 -6.81042 -0.08262
2 Br -6.22897 -0.63913 -0.82570
3 Fe 0.29217 -0.35668 0.84321
4 S -0.37340 0.06333 3.02422
5 N 2.06031 0.08230 -0.33214
6 N 0.41070 1.75762 0.84019
7 N -0.09488 -2.40408 0.33469
8 N -1.66401 -0.32935 -0.14647
9 N -0.39359 2.47651 1.69663
10 N -1.67678 2.29936 3.55321
11 C -1.36442 -2.69898 0.01937
12 C 0.87639 4.76929 0.20622
13 C 2.79018 -0.78284 -1.03684
14 C 0.41462 -4.73772 0.44318
15 C -2.26650 -1.52460 -0.18597
16 C -0.89428 -5.03436 0.09583
17 C -2.39778 0.76836 -0.32502
18 C -1.79884 -4.00672 -0.11792
19 C 3.10656 4.06251 0.77833
20 C -3.76312 0.72836 -0.54279
21 C -4.38113 -0.50882 -0.56453
22 C 3.48690 5.38619 0.93755
23 C 1.40430 2.33012 0.26898
24 C 0.76053 -3.40614 0.55131
25 C 3.12246 1.86652 -1.51592
26 C 3.71148 -0.39664 -1.99426
27 C 2.23104 1.40056 -0.56335
28 C 1.26481 6.09139 0.34662
29 C -3.62829 -1.66052 -0.38734
30 C 1.79902 3.74791 0.41571
31 C 3.87207 0.95475 -2.24308
32 C -0.81416 1.72296 2.68292
33 C 2.56693 6.40093 0.71629
34 H 2.86367 7.43477 0.83426
35 H 1.76746 -3.13262 0.84398
36 H 4.49956 5.62458 1.23389
37 H 3.82804 3.27307 0.95282
38 H 3.21823 2.92988 -1.67990
39 H -1.78588 3.29929 3.50731
40 H -4.11106 -2.62505 -0.39700
41 H -0.14335 4.52533 -0.05665
42 H 0.54733 6.88286 0.17577
43 H -2.81762 -4.23560 -0.38875
44 H 1.14212 -5.51411 0.62722
45 H 4.57005 1.29886 -2.99461
46 H 2.62699 -1.83305 -0.83451
47 H -1.87386 1.71289 -0.27578
48 H 4.27848 -1.14483 -2.52890
49 H -1.85675 1.83910 4.42718
50 H -4.32256 1.64171 -0.68033

Properties
Gap between HOMO and LUMO (spin up / spin down) = 7.26 / 7.20 eV
DFT total energy = -218371.8581 eV
E_LUMO (spin up / spin down) = -3.453 / -3.615 eV
Multiplicity = 5
Charge = +1